[1]
The following is a quantum chemistry calculation of the molecule C4H6N4O4 in a non-equilibrium geometry, from the OMol25 dataset.

Summary:
HOMO level: -9.35 eV
Net charge: 0
LUMO: -0.22 eV
Energy relative to the best compared isomer or geometry (same formula, charge and spin): 185.4 kcal/mol

Last columns: bonded neighbours and bond lengths (Å).
Positions of all 18 atoms, in Å:
1 C -1.63677 0.63386 -0.27382  C3 1.474, N7 1.368, O10 1.186
2 C 1.74762 -1.70870 0.15999  C4 1.478, N5 1.411, H13 1.106, H14 1.139
3 C -1.70977 -0.76884 0.17380  C1 1.474, N6 1.285, H15 1.189
4 C 1.61642 -0.31938 -0.32747  C2 1.478, N5 1.526, N8 1.468, O12 1.391
5 N 0.46833 -1.32368 -0.29347  C2 1.411, C4 1.526, N6 1.286
6 N -0.69121 -1.55050 0.21425  C3 1.285, N5 1.286
7 N -2.57670 1.48666 0.23682  C1 1.368, H16 0.983, H17 1.157
8 N 1.42081 0.85702 0.52808  C4 1.468, O9 1.241, O11 1.215
9 O 0.80864 0.58036 1.57107  N8 1.241
10 O -0.80916 1.04779 -1.01613  C1 1.186
11 O 1.79857 1.98479 0.27771  N8 1.215
12 O 2.10118 0.01018 -1.58929  C4 1.391, H18 1.013
13 H 2.18120 -2.51880 -0.45510  C2 1.106
14 H 1.90325 -1.92061 1.26791  C2 1.139
15 H -2.73880 -1.12378 0.65296  C3 1.189
16 H -3.19812 1.35911 0.98754  N7 0.983
17 H -2.32482 2.60671 0.09090  N7 1.157
18 H 1.63933 0.66781 -2.20573  O12 1.013

[2]
The following is a quantum chemistry calculation of the molecule C4H6N4S in a non-equilibrium geometry, from the OMol25 dataset.

Summary:
HOMO level: -9.74 eV
Net charge: 0
LUMO: -1.06 eV
Energy relative to the best compared isomer or geometry (same formula, charge and spin): 114.8 kcal/mol

Last columns: bonded neighbours and bond lengths (Å).
Positions of all 15 atoms, in Å:
1 C -0.94627 -0.30724 0.61383  C2 1.513, C3 1.523, H10 1.159, H11 1.142
2 C -0.85960 1.01018 -0.12500  C1 1.513, C3 1.455, H12 1.135, H13 1.120
3 C 0.01475 -0.07415 -0.54493  C1 1.523, C2 1.455, C4 1.888, H14 1.071
4 C 1.85810 -0.16769 -0.14920  C3 1.888, N5 1.408, N6 1.385, S9 1.746
5 N 2.43036 0.70829 -1.09168  C4 1.408, N7 1.253
6 N 1.72033 0.58264 1.00726  C4 1.385, N8 1.237
7 N 2.58864 1.81496 -0.52605  N5 1.253, N8 1.355
8 N 2.11830 1.72363 0.74139  N6 1.237, N7 1.355
9 S 2.22022 -1.87159 -0.03766  C4 1.746, H15 1.336
10 H -0.18227 -0.29919 1.48467  C1 1.159
11 H -1.84897 -1.00602 0.60932  C1 1.142
12 H -1.66841 1.38813 -0.82551  C2 1.135
13 H -0.41160 1.75610 0.58042  C2 1.120
14 H -0.06406 -0.58242 -1.48408  C3 1.071
15 H 1.54334 -2.08826 1.09380  S9 1.336

Kohn-Sham gap, respectively: 9.13, 8.69 eV.